This record from OMol25 describes C39H43AuN5S as an isolated structure. The level of theory is wB97M-V/def2-TZVPD.

```
89
Properties=species:S:1:pos:R:3:forces:R:3:lowdin_charge:R:1
Au 0.945693 0.857853 -0.318523 -0.06 0.52 0.94 1.36
S 3.118889 0.849142 3.572049 0.03 0.02 0.13 1.20
C 1.453686 0.956224 4.029199 -0.14 0.02 -0.03 -0.45
C 0.933044 0.958021 5.320471 0.13 -0.01 -0.03 -0.07
C -0.430697 1.064507 5.463873 -0.10 0.02 0.06 -0.06
C -1.256918 1.178256 4.342227 0.00 -0.01 0.03 -0.03
C -0.742344 1.175898 3.064035 0.11 -0.08 0.04 -0.01
C 0.634687 1.048364 2.900410 -0.03 0.05 -0.14 -0.29
N 1.374058 1.021529 1.697424 0.41 -0.04 0.38 -0.04
C 2.670838 0.931422 1.938145 -0.26 -0.06 0.19 -0.54
C 3.589519 0.909554 0.836070 0.23 -0.05 -0.14 -0.26
C 4.971991 1.004538 0.965201 0.00 0.00 0.04 -0.02
C 5.758033 1.045494 -0.171114 0.01 0.00 0.01 -0.05
C 5.154205 1.018730 -1.419937 -0.06 -0.02 -0.02 -0.04
C 3.770748 0.921074 -1.545050 0.09 0.15 0.09 -0.09
C 2.976586 0.837319 -0.410615 0.06 -0.06 -0.61 -0.21
H 1.582358 0.879546 6.181866 0.01 0.00 -0.01 0.12
H -0.864915 1.067217 6.454420 0.00 0.00 -0.01 0.11
H -2.325970 1.273519 4.478646 0.00 0.00 -0.03 0.12
H -1.390376 1.269026 2.215938 -0.12 0.00 0.00 0.07
H 5.428478 1.064754 1.946179 -0.01 -0.01 0.00 0.11
H 6.832902 1.121604 -0.084905 0.00 0.00 -0.01 0.12
H 5.761841 1.080781 -2.313355 0.00 0.01 0.00 0.12
H 3.341869 0.934386 -2.535562 0.02 0.01 -0.01 0.10
C -2.351168 -1.897992 -2.768607 0.05 0.14 -0.06 -0.07
C -2.902312 -3.074404 -1.970573 -0.12 -0.03 0.04 -0.37
C -4.347734 -2.818524 -1.533638 -0.03 0.05 -0.01 -0.06
C -2.019155 -3.642928 -0.857801 0.02 -0.21 -0.22 -0.13
C -2.200116 -5.013421 -0.646984 0.04 0.04 -0.05 -0.04
C -1.380385 -5.742414 0.183801 0.04 0.00 0.05 -0.07
C -0.302766 -5.107698 0.781708 -0.02 -0.01 -0.02 -0.03
C -0.078002 -3.749030 0.613841 0.02 -0.06 0.14 -0.14
C 1.137301 -3.163237 1.315449 -0.03 0.01 -0.11 -0.35
C 0.768793 -2.212944 2.450487 0.03 0.01 0.04 -0.05
C 2.117630 -2.520882 0.331082 -0.07 0.03 0.07 -0.06
C -0.989031 -2.998440 -0.156341 0.00 0.39 0.15 -0.15
N -0.858880 -1.566543 -0.141951 0.17 -0.29 -0.25 0.10
C -1.925073 -0.921694 0.112714 -0.08 0.26 0.34 -0.11
C -2.044406 0.523626 0.229553 0.05 -0.34 -0.54 -0.33
C -3.191553 1.181041 0.604698 -0.20 0.35 0.07 -0.03
C -2.878990 2.558505 0.637919 -0.29 -0.27 0.04 -0.03
C -1.551873 2.697988 0.283876 0.24 0.05 -0.21 -0.28
N -1.043159 1.441734 -0.000609 0.03 -0.22 0.10 -0.09
C -0.761559 4.007554 0.288730 0.07 -0.37 0.11 -0.53
C 0.146859 4.038769 1.527749 0.00 0.17 -0.02 -0.03
C -1.734745 5.182820 0.374744 0.02 0.08 -0.02 -0.06
C 0.108912 4.197642 -0.957558 -0.05 0.01 -0.01 -0.06
H -2.756307 -1.931645 -3.782196 -0.01 0.02 0.02 0.09
H -1.263920 -1.942196 -2.834779 0.08 0.02 -0.05 0.07
H -2.632108 -0.933623 -2.342134 0.05 0.04 0.03 0.06
H -2.950750 -3.902475 -2.683231 -0.01 -0.01 0.03 0.13
H -4.431309 -1.910477 -0.932193 -0.01 -0.03 0.00 0.06
H -4.740692 -3.651018 -0.949873 0.00 0.00 0.00 0.08
H -4.988310 -2.688211 -2.408224 0.01 0.01 0.01 0.09
H -2.993545 -5.515913 -1.189454 -0.01 0.01 0.02 0.12
H -1.551934 -6.799492 0.337527 0.01 0.00 -0.01 0.11
H 0.379495 -5.675992 1.402268 0.01 -0.01 -0.01 0.11
H 1.650072 -4.016564 1.766383 0.03 0.01 -0.01 0.13
H 0.238802 -1.345451 2.069087 -0.06 0.00 0.00 0.04
H 1.669987 -1.867657 2.966873 0.00 -0.03 0.01 0.07
H 0.127894 -2.704609 3.184316 0.00 0.00 -0.01 0.10
H 1.639952 -1.677545 -0.170622 0.01 -0.17 0.19 0.01
H 2.434978 -3.235124 -0.430831 0.00 -0.02 0.01 0.09
H 3.007001 -2.156996 0.852142 0.01 0.00 0.00 0.08
H -2.852879 -1.455500 0.340761 0.03 0.05 -0.01 0.13
H -4.134357 0.708557 0.836378 0.00 0.05 0.00 0.11
H -3.542746 3.363312 0.903041 -0.04 -0.03 -0.01 0.10
H -0.435616 3.903906 2.440509 0.02 0.00 -0.02 0.09
H 0.659745 5.001615 1.586840 -0.01 0.00 0.00 0.09
H 0.906262 3.258740 1.484870 -0.02 0.14 -0.02 0.05
H -2.293251 5.173748 1.310704 -0.01 -0.01 0.00 0.09
H -2.443927 5.178463 -0.454311 -0.01 -0.01 0.01 0.09
H -1.174688 6.118531 0.334915 0.00 0.00 0.01 0.09
H 0.826611 3.384695 -1.099824 0.01 0.00 -0.01 0.05
H 0.687863 5.117094 -0.855581 0.00 -0.01 -0.01 0.09
H -0.496040 4.288234 -1.860765 0.00 -0.01 -0.02 0.08
N -0.970764 1.751615 -2.880177 -0.03 0.32 0.20 0.20
C -0.060105 0.839209 -3.202261 0.26 -0.44 -0.01 -0.34
C 0.028730 0.400024 -4.548615 -0.06 0.06 0.09 -0.01
C 0.922559 -0.557321 -4.905521 0.04 -0.09 -0.09 -0.04
C 1.748989 -1.131029 -3.926551 -0.03 -0.05 -0.04 -0.05
C 1.640057 -0.680098 -2.651894 -0.33 -0.19 0.06 -0.17
N 0.773765 0.309150 -2.266674 -0.02 0.21 -0.76 -0.03
H -1.565464 2.129284 -3.595419 0.00 -0.02 0.00 0.13
H -1.097396 2.054520 -1.923667 -0.13 -0.14 -0.01 0.06
H -0.644359 0.838312 -5.272476 0.01 0.03 0.01 0.12
H 0.980437 -0.886339 -5.934732 0.01 0.01 0.00 0.12
H 2.455677 -1.912445 -4.161095 -0.02 -0.02 0.02 0.12
H 2.234789 -1.109540 -1.862912 -0.02 0.04 -0.13 0.08
```
Forces are in eV/Å.

Values from the calculation:
ΔE to the lowest compared entry with this formula, charge and spin   0.0 kcal per mole
Total energy   -63114.6131 eV
Maximum force   1.1 eV/A
HOMO   -10.1 eV
Charge   +1

=====

This record from OMol25 describes C39H43N4O2Pd as an isolated structure. The level of theory is wB97M-V/def2-TZVPD.

```
89
Properties=species:S:1:pos:R:3:forces:R:3:lowdin_charge:R:1
Pd 0.215415 0.131080 -0.046998 -0.43 0.28 -0.38 0.99
C 2.263905 4.366888 0.517810 0.01 0.01 0.01 -0.06
C 2.576808 3.195539 1.451423 -0.03 -0.01 -0.03 -0.37
C 3.242146 3.684286 2.739401 0.02 0.01 0.01 -0.05
C 3.435747 2.148992 0.770657 0.05 0.01 -0.02 -0.14
C 4.656834 2.514378 0.213498 -0.02 0.01 0.00 -0.02
C 5.466196 1.585481 -0.417494 0.01 0.01 0.00 -0.05
C 5.074941 0.258857 -0.483497 -0.03 -0.02 0.00 -0.03
C 3.872965 -0.156216 0.077342 0.06 0.03 0.00 -0.14
C 3.485616 -1.623393 0.029538 -0.02 0.03 0.01 -0.38
C 3.034621 -2.032142 -1.375199 -0.02 0.00 -0.02 -0.07
C 4.615268 -2.529769 0.519498 0.02 -0.01 -0.01 -0.06
C 3.055056 0.804026 0.689785 -0.05 -0.09 0.03 -0.17
N 1.778005 0.394202 1.167295 0.14 0.10 0.01 -0.05
C 1.536591 0.269281 2.490644 -0.04 -0.03 0.01 -0.48
O 2.299341 0.425970 3.424830 0.04 -0.02 0.00 0.09
C 0.088753 -0.125679 2.743802 0.01 0.02 -0.04 -0.15
C -0.513100 -0.340530 3.968458 0.01 0.03 0.01 0.04
C -1.870755 -0.651355 3.987223 0.01 0.01 -0.01 -0.01
C -2.600553 -0.737194 2.803077 -0.03 0.01 -0.03 0.03
C -1.938221 -0.521237 1.609746 0.01 0.03 -0.09 -0.16
N -0.639077 -0.240089 1.635456 0.09 -0.17 0.28 -0.01
C -2.560414 -0.519972 0.221180 0.02 0.01 0.05 -0.47
O -3.766766 -0.641995 0.119765 -0.02 -0.05 -0.04 0.09
N -1.633942 -0.359066 -0.765079 -0.15 -0.05 -0.05 -0.01
C -2.097581 -0.207690 -2.113314 0.10 0.00 0.04 -0.15
C -1.743901 0.960596 -2.821353 -0.05 -0.02 0.04 -0.15
C -2.217365 1.135662 -4.114242 -0.01 0.01 0.04 -0.03
C -3.025208 0.188574 -4.717625 -0.03 -0.02 -0.04 -0.05
C -3.325191 -0.971146 -4.035141 0.01 -0.01 0.02 -0.03
C -2.857395 -1.205685 -2.743843 0.01 0.07 0.00 -0.13
C -3.151097 -2.566193 -2.139388 -0.01 0.03 0.02 -0.38
C -2.510036 -3.659753 -2.999547 0.05 -0.03 0.02 -0.07
C -4.652476 -2.823848 -2.000054 0.00 -0.01 0.01 -0.05
C -0.818335 2.035497 -2.276132 0.08 0.00 -0.08 -0.35
C 0.616288 1.487592 -2.190766 -0.08 0.10 0.25 -0.05
C -1.313322 2.791225 -1.031948 0.05 -0.05 -0.05 -0.05
H 1.596911 5.075683 1.011235 0.00 0.00 0.00 0.08
H 1.781077 4.031670 -0.402727 0.00 0.00 0.00 0.06
H 3.169388 4.907654 0.238132 0.00 0.00 0.00 0.08
H 1.626525 2.730216 1.720977 0.00 0.00 0.00 0.12
H 4.191520 4.177122 2.518976 0.00 0.00 0.00 0.08
H 3.435324 2.852289 3.415604 0.00 0.00 0.00 0.08
H 2.602486 4.407035 3.248885 0.00 0.00 0.00 0.08
H 4.979844 3.546311 0.274461 0.00 0.00 0.00 0.12
H 6.409007 1.894341 -0.849637 0.00 0.00 0.00 0.11
H 5.721932 -0.463821 -0.965606 0.00 0.01 0.00 0.11
H 2.640936 -1.753980 0.711457 0.00 -0.01 0.02 0.10
H 3.810238 -1.816556 -2.111913 0.01 -0.01 0.01 0.09
H 2.136892 -1.487676 -1.687258 0.01 0.02 0.00 0.05
H 2.825979 -3.105736 -1.425100 0.00 0.00 0.00 0.07
H 5.462858 -2.520116 -0.167417 0.00 0.00 0.01 0.08
H 4.271219 -3.563653 0.595651 0.00 0.00 0.00 0.08
H 4.973408 -2.213609 1.498900 -0.01 0.00 0.00 0.09
H 0.082891 -0.238397 4.865113 -0.02 -0.01 0.01 0.13
H -2.369774 -0.809328 4.934481 0.00 0.00 0.00 0.12
H -3.662314 -0.941610 2.777485 0.00 0.00 0.02 0.13
H -1.956481 2.040650 -4.649552 0.01 -0.01 -0.01 0.12
H -3.403498 0.348641 -5.718392 0.00 0.00 0.00 0.11
H -3.934138 -1.724164 -4.519360 0.00 0.00 0.00 0.11
H -2.709077 -2.608017 -1.141529 0.01 0.01 0.01 0.10
H -2.915041 -3.650692 -4.011669 0.01 0.01 0.00 0.08
H -2.723112 -4.648412 -2.585952 0.03 -0.04 0.05 0.07
H -1.427111 -3.528701 -3.087913 0.00 0.00 0.01 0.08
H -5.134533 -2.843661 -2.979078 0.00 0.00 0.01 0.08
H -5.122491 -2.051856 -1.396941 -0.01 0.03 0.02 0.08
H -4.832055 -3.793688 -1.529320 0.01 0.01 0.00 0.08
H -0.770117 2.793359 -3.061230 -0.02 -0.05 -0.05 0.13
H 0.660602 0.421054 -1.812628 0.21 -0.08 -0.10 0.03
H 1.312374 2.132813 -1.655205 0.00 -0.03 0.04 0.07
H 1.017999 1.301461 -3.188480 0.04 0.02 0.01 0.11
H -0.997784 2.343192 -0.091727 0.00 -0.11 0.09 0.04
H -2.401850 2.844907 -1.025690 0.00 0.02 -0.03 0.09
H -0.923723 3.809855 -1.039085 0.01 0.00 0.01 0.08
C -0.017228 -3.162941 0.163334 0.01 -0.02 -0.02 0.26
C -0.707740 -4.284951 0.534365 -0.03 0.06 0.01 -0.23
C -0.905346 -5.356489 -0.384639 -0.05 -0.01 0.00 0.04
C -1.599370 -6.470256 0.004525 0.03 0.04 -0.01 0.03
C -2.112455 -6.523979 1.310177 -0.03 -0.05 0.03 -0.14
C -1.930548 -5.487674 2.242051 0.01 0.02 -0.02 0.03
C -1.226715 -4.379212 1.861156 -0.02 -0.01 0.00 0.05
C -2.848127 -7.687718 1.713793 0.01 0.01 -0.01 -0.13
N -3.436328 -8.619118 2.038356 0.00 0.00 0.00 0.23
H 0.357725 -3.017099 -0.843411 0.04 -0.04 0.00 0.09
H 0.201943 -2.391575 0.890210 0.04 0.03 -0.05 0.07
H -0.489047 -5.278947 -1.379089 -0.03 0.01 -0.06 0.13
H -1.760018 -7.300469 -0.668206 0.00 0.00 0.00 0.14
H -2.343030 -5.584426 3.235915 0.00 0.00 0.00 0.14
H -1.065434 -3.557145 2.548445 0.00 0.00 0.00 0.13
```
Forces are in eV/Å.

Values from the calculation:
ΔE to the lowest compared entry with this formula, charge and spin   1.1 kcal per mole
Total energy   -54669.2421 eV
Maximum force   0.6 eV/A
HOMO (spin up / spin down)   -10.8 / -10.8 eV
Charge   +1